# 1
Formula: C24H37BN6O6SSiW
Source: the OMol25 dataset
Level of theory: wB97M-V/def2-TZVPD

XYZ file:
```
77
Properties=species:S:1:pos:R:3:forces:R:3
W 0.5403 0.2171 0.0452 0.8 -0.3 1.3
O 1.8557 4.0468 -1.0910 0.0 -0.1 0.0
C 1.4659 3.0563 -0.4977 -0.2 0.1 0.0
N 1.8122 1.7545 -0.6603 0.0 0.0 -0.2
C 2.7868 1.2748 -1.5495 -0.1 0.1 0.1
O 3.6986 1.8718 -2.0415 0.0 0.0 -0.1
C 2.5063 -0.2508 -1.7158 -0.1 -0.1 -0.2
C 3.4591 -0.9793 -2.5914 0.1 0.0 0.2
C 4.1079 -2.0445 -2.1070 0.0 0.0 0.0
C 3.8973 -2.5221 -0.7606 -0.1 0.0 0.0
C 3.0138 -1.8718 0.0252 0.0 -0.1 0.0
N 2.3200 -0.7685 -0.3736 -0.2 0.1 -0.1
C 0.3729 3.1736 0.5430 0.0 -0.2 0.1
C -0.0460 4.4066 1.0030 -0.1 -0.1 0.1
C -1.0644 4.4577 1.9412 0.0 0.0 0.0
C -1.6385 3.2689 2.3803 0.1 -0.1 0.0
C -1.1765 2.0686 1.8764 0.1 0.3 0.0
N -0.1801 2.0163 0.9753 -0.2 0.0 -0.2
H 3.6163 -0.5911 -3.5868 0.0 0.0 0.0
H 4.8178 -2.5637 -2.7394 0.0 0.0 0.0
H 4.4261 -3.3842 -0.3861 0.0 0.0 0.0
H 2.8041 -2.2079 1.0315 0.0 0.0 0.0
H 0.4433 5.2860 0.6093 0.0 0.0 0.0
H -1.4090 5.4079 2.3260 0.0 0.0 0.0
H -2.4379 3.2614 3.1072 0.0 0.0 0.0
H -1.6007 1.1210 2.1770 0.0 0.0 0.0
C 1.8220 1.9794 3.6057 0.0 0.0 -0.1
Si 2.1669 0.1879 3.1452 0.0 0.0 0.1
C 2.1817 -0.7980 4.7467 0.0 0.0 0.0
C 3.8940 0.1561 2.4208 0.0 0.0 0.0
C 0.8375 -0.5389 2.0344 0.0 0.2 -0.2
H 2.5177 2.2743 4.3946 0.0 0.0 0.0
H 0.8108 2.1364 3.9841 0.0 0.0 0.0
H 1.9839 2.6564 2.7647 0.0 0.0 0.0
H 2.9784 -0.4526 5.4086 0.0 0.0 0.0
H 2.3452 -1.8601 4.5552 0.0 0.0 0.0
H 1.2359 -0.7004 5.2831 0.0 0.0 0.0
H 4.5442 0.7714 3.0473 0.0 0.0 0.0
H 3.9249 0.5595 1.4074 0.0 0.0 0.0
H 4.3187 -0.8481 2.3910 0.0 0.0 0.0
H -0.0992 -0.4487 2.6043 0.0 0.0 0.0
H 1.0250 -1.6169 1.9570 -0.1 0.0 0.0
O 1.3950 0.8567 -4.4146 0.0 0.0 0.0
S 0.4754 0.2256 -3.4928 0.0 -0.1 0.0
N 1.0543 -0.3270 -2.2020 0.2 0.4 -0.5
C -4.1163 -2.5304 -1.8205 0.0 0.0 0.0
C -2.6147 -2.4389 -1.6142 -0.1 0.0 0.0
C -1.8859 -2.7356 -2.9184 0.0 0.0 0.0
O -2.2849 -1.0762 -1.2486 0.0 0.1 0.1
B -1.2320 -1.1112 -0.3481 -0.1 -0.2 -0.3
O -1.0143 -2.4057 0.0986 -0.1 0.0 0.0
C -2.0647 -3.2618 -0.4114 0.0 0.0 0.0
C -3.0761 -3.4392 0.7151 0.0 0.0 0.0
C -1.4523 -4.5999 -0.7813 0.0 0.0 0.0
H -4.4028 -1.9044 -2.6659 0.0 0.0 0.0
H -4.6629 -2.1921 -0.9435 0.0 0.0 0.0
H -4.4148 -3.5564 -2.0441 0.0 0.0 0.0
H -2.1996 -2.0103 -3.6692 0.0 0.0 0.0
H -2.1207 -3.7354 -3.2849 0.0 0.0 0.0
H -0.8058 -2.6569 -2.7910 0.0 0.0 0.0
H -3.5189 -2.4839 0.9986 0.0 0.0 0.0
H -2.5588 -3.8435 1.5844 0.0 0.0 0.0
H -3.8749 -4.1267 0.4356 0.0 0.0 0.0
H -0.6126 -4.4807 -1.4622 0.0 0.0 0.0
H -2.1950 -5.2523 -1.2446 0.0 0.0 0.0
H -1.0869 -5.0887 0.1215 0.0 0.0 0.0
C -3.6009 2.0393 -0.9032 0.0 0.0 0.0
N -2.7981 3.0392 -1.5796 0.0 0.0 0.0
C -1.5164 2.8203 -1.9524 0.2 0.0 0.1
N -0.9099 3.8098 -2.6645 0.0 0.0 -0.1
O -0.9048 1.7804 -1.6732 -0.3 0.1 -0.2
H -3.8320 2.3492 0.1178 0.0 0.0 0.0
H -3.0473 1.1048 -0.8846 0.0 0.0 0.0
H -4.5324 1.8725 -1.4450 0.0 0.0 0.0
H -3.2346 3.9004 -1.8575 0.0 0.0 0.0
H -1.3311 4.7182 -2.7424 0.0 0.0 0.0
H 0.0989 3.7777 -2.7017 0.0 0.0 0.0
```
Forces are in eV/Å.

Summary:
- E_LUMO (spin up / spin down) (eV) = -0.701 / -0.650
- energy relative to the best compared isomer or geometry (same formula, charge and spin) (eV) = 3.879
- frontier orbital gap (spin up / spin down) (eV) = 5.7 / 6.5
- net charge = 0
- spin multiplicity = 3
- DFT total energy (eV) = -67931.7060

# 2
Formula: C24H37Br2GeN3O2PtSi3
Source: the OMol25 dataset
Level of theory: wB97M-V/def2-TZVPD

XYZ file:
```
73
Properties=species:S:1:pos:R:3:forces:R:3
Pt 0.6413 -0.3912 0.0281 0.2 0.3 -1.7
Br 4.5421 -3.7303 -0.3298 0.0 0.0 0.0
C 4.5440 -1.9300 0.1927 0.1 0.2 0.0
C 5.7598 -1.3322 0.5821 0.0 -0.1 0.0
C 5.8164 -0.0257 0.9695 -0.1 0.1 0.0
Br 7.4644 0.7186 1.4939 0.1 0.0 0.0
C 4.6404 0.7702 0.9785 0.0 -0.2 -0.1
C 4.5703 2.1117 1.3993 0.1 0.0 0.0
C 3.3739 2.7758 1.3890 0.0 0.0 0.0
C 2.2262 2.1070 0.9529 0.0 0.0 -0.2
N 2.2609 0.8559 0.5385 0.1 -0.2 0.5
C 3.4407 0.1598 0.5559 -0.1 0.0 0.0
C 3.3679 -1.2118 0.1725 -0.2 0.0 0.0
O 2.2065 -1.7297 -0.1860 0.0 0.1 0.5
H 6.6569 -1.9352 0.5744 0.0 0.0 0.0
H 5.4717 2.6038 1.7387 0.0 0.0 0.0
H 3.2981 3.8047 1.7085 0.0 0.0 0.0
H 1.2655 2.6036 0.9139 0.0 0.0 0.0
C -3.3489 -0.8420 3.6806 -0.1 0.0 0.0
Si -2.5880 -0.5091 2.0047 0.0 0.1 -0.2
C -3.3590 -1.5743 0.6717 0.0 -0.1 0.0
C -2.7784 1.3017 1.5507 0.0 0.1 0.2
Ge -0.2525 -1.0286 2.1886 0.1 -0.3 0.5
Si 0.7565 -0.0065 4.1088 0.1 0.2 0.0
C 2.6223 -0.1616 4.0633 0.0 0.0 0.0
C 0.2658 1.8085 4.1563 -0.1 0.0 0.0
C 0.0878 -0.8995 5.6129 0.0 0.0 0.0
Si 0.2463 -3.3797 2.0657 0.0 0.0 0.0
C 1.9996 -3.6813 2.6316 0.0 0.0 0.1
C -1.0034 -4.0368 3.3084 0.1 -0.1 0.0
C -0.0619 -4.0691 0.3561 0.0 0.1 0.0
H -4.4337 -0.7310 3.5964 0.0 0.0 0.0
H -3.0006 -0.1314 4.4321 0.0 0.0 0.0
H -3.1473 -1.8512 4.0422 0.0 0.0 0.0
H -4.3482 -1.2008 0.3973 0.0 0.0 0.0
H -3.4793 -2.6056 1.0101 0.0 0.0 0.0
H -2.7464 -1.5930 -0.2328 0.0 0.0 0.0
H -3.8172 1.5523 1.3243 0.0 0.0 0.0
H -2.1814 1.5326 0.6717 0.0 0.0 0.0
H -2.4414 1.9487 2.3635 0.0 0.0 0.0
H 3.0392 0.1265 3.0987 0.0 0.0 0.0
H 2.9421 -1.1853 4.2639 0.0 0.0 0.0
H 3.0699 0.4856 4.8215 0.0 0.0 0.0
H 0.2840 2.2669 3.1664 0.0 0.0 0.0
H 0.9419 2.3762 4.7994 0.0 0.0 0.0
H -0.7453 1.9302 4.5522 0.0 0.0 0.0
H 0.4893 -1.9123 5.6826 0.0 0.0 0.0
H -1.0015 -0.9654 5.6192 0.0 0.0 0.0
H 0.3911 -0.3631 6.5157 0.0 0.0 0.0
H 2.1245 -3.4243 3.6855 0.0 0.0 0.0
H 2.7074 -3.1001 2.0409 0.0 0.0 0.0
H 2.2586 -4.7358 2.5120 0.0 0.0 0.0
H -0.9418 -3.5191 4.2677 0.0 0.0 0.0
H -0.8105 -5.0966 3.4973 0.0 0.0 0.0
H -2.0258 -3.9523 2.9348 0.0 0.0 0.0
H 0.5028 -3.5039 -0.3878 0.0 0.0 0.0
H -1.1224 -4.0337 0.0988 0.0 0.0 0.0
H 0.2668 -5.1083 0.2872 0.0 0.0 0.1
N -2.3130 4.4164 -1.8870 0.0 0.0 0.1
C -1.6745 3.9610 -2.9937 0.0 0.0 -0.1
O -1.5253 4.6300 -3.9917 0.0 0.0 0.0
C -1.1145 2.5602 -2.9439 0.0 -0.1 0.1
C -0.6191 2.0209 -4.1250 0.0 0.0 0.0
C -0.1020 0.7394 -4.1119 0.0 0.0 0.0
C -0.0715 0.0417 -2.9178 0.0 -0.1 0.0
N -0.5232 0.5595 -1.7684 -0.1 0.1 0.5
C -1.0429 1.7930 -1.7948 0.0 0.0 -0.1
H -2.7327 5.3297 -1.9488 0.0 0.0 0.0
H -2.5939 3.8180 -1.1324 0.0 0.0 0.0
H -0.6564 2.6186 -5.0258 0.0 0.0 0.0
H 0.2773 0.2763 -5.0113 0.0 0.0 0.0
H 0.3327 -0.9621 -2.8691 0.0 0.0 0.0
H -1.3961 2.1656 -0.8464 0.1 0.1 0.0
```
Forces are in eV/Å.

Summary:
- E_LUMO (spin up / spin down) (eV) = -4.689 / -4.452
- energy relative to the best compared isomer or geometry (same formula, charge and spin) (eV) = 0.000
- frontier orbital gap (spin up / spin down) (eV) = 5.9 / 6.1
- net charge = +1
- spin multiplicity = 2
- DFT total energy (eV) = -257531.3498

# 3
Formula: C24H37CrGeO3Te
Source: the OMol25 dataset
Level of theory: wB97M-V/def2-TZVPD

XYZ file:
```
67
Properties=species:S:1:pos:R:3:forces:R:3
Cr 0.9059 0.4913 -0.4479 -0.4 -0.1 -0.3
C -1.7390 -2.4049 -1.6841 0.0 0.0 0.0
C -2.0291 -0.9587 -2.0631 -0.2 0.0 0.0
C -3.1707 -0.3993 -1.2193 0.1 0.0 0.0
C -2.3914 -0.8629 -3.5410 0.0 0.0 0.0
O -0.8512 -0.1681 -1.7768 0.2 -0.1 -0.2
Ge -0.1534 1.1978 -2.8973 0.0 -0.2 0.2
O -0.0080 2.1021 -1.1484 0.1 0.1 0.0
C 0.3681 3.5105 -1.0569 0.0 0.0 0.0
C 0.7516 3.7536 0.3940 0.0 0.1 -0.1
C -0.8582 4.3245 -1.4398 0.0 0.0 0.0
C 1.5434 3.8115 -1.9773 0.0 0.0 0.0
O 1.6724 0.5628 -2.1949 0.0 0.1 0.0
C 2.3842 -0.6745 -2.4436 0.0 0.0 0.0
C 2.0351 -1.6181 -1.2823 0.3 0.0 0.2
C 1.9425 -1.2752 -3.7666 0.0 0.0 0.0
C 3.8665 -0.3414 -2.4481 0.0 0.0 0.0
H -2.6617 -2.9858 -1.6703 0.0 0.0 0.0
H -1.0621 -2.8749 -2.3993 0.1 0.0 0.0
H -1.2982 -2.4597 -0.6846 0.0 0.0 0.0
H -4.1195 -0.8736 -1.4697 0.0 0.0 0.0
H -2.9820 -0.5826 -0.1570 0.0 0.0 0.0
H -3.2677 0.6756 -1.3776 0.0 0.0 0.0
H -3.2322 -1.5191 -3.7642 0.0 0.0 0.0
H -2.6888 0.1524 -3.8125 0.0 0.0 0.0
H -1.5560 -1.1697 -4.1749 0.0 0.0 0.0
H -0.0759 3.4784 1.0540 0.0 0.0 0.0
H 1.6540 3.1866 0.6518 0.0 0.0 0.0
H 0.9728 4.8073 0.5625 0.0 0.0 0.0
H -1.6695 4.1590 -0.7304 0.0 0.0 0.0
H -0.6200 5.3876 -1.4549 0.0 0.0 0.0
H -1.2042 4.0506 -2.4384 0.0 0.0 0.0
H 2.3848 3.1476 -1.7741 0.0 0.0 0.0
H 1.2615 3.7114 -3.0279 0.0 0.0 0.0
H 1.8716 4.8400 -1.8286 0.0 0.0 0.0
H 1.0084 -1.9776 -1.3247 -0.1 0.0 0.0
H 2.7088 -2.4749 -1.2533 -0.1 -0.1 0.0
H 2.2503 -1.1536 -0.2820 0.0 0.1 0.0
H 0.8733 -1.4965 -3.7598 0.0 0.0 0.0
H 2.1627 -0.5869 -4.5829 0.0 0.0 0.0
H 2.4774 -2.2056 -3.9574 0.0 0.0 0.0
H 4.1757 0.0714 -1.4855 0.0 0.0 0.0
H 4.4621 -1.2320 -2.6486 0.0 0.0 0.0
H 4.0773 0.3954 -3.2218 0.0 0.0 0.0
Te -1.0686 0.2712 1.8212 0.2 0.0 0.2
C -0.0244 0.6384 3.5483 0.0 0.0 0.1
C 0.8959 1.7075 3.5869 -0.1 0.0 -0.1
C 1.5604 1.9861 4.7573 0.0 0.0 0.1
C 1.3012 1.2267 5.9034 0.0 0.0 0.0
C 0.3763 0.1795 5.8780 0.0 0.0 0.0
C -0.2835 -0.1240 4.7100 0.0 0.0 -0.1
C -1.3704 -1.7606 2.1642 0.0 0.1 0.0
C -2.6476 -2.2997 2.0431 0.0 0.0 0.0
C -2.8123 -3.6646 2.2205 0.0 0.0 0.0
C -1.7144 -4.4699 2.4990 0.0 0.0 0.0
C -0.4424 -3.9198 2.6170 0.0 0.0 0.0
C -0.2601 -2.5562 2.4602 0.0 0.0 0.0
H 1.0808 2.3078 2.7044 0.0 0.0 0.0
H 2.2767 2.7949 4.7947 0.0 0.0 0.0
H 1.8162 1.4609 6.8256 0.0 0.0 0.0
H 0.1719 -0.3849 6.7770 0.0 0.0 0.0
H -1.0052 -0.9292 4.6869 0.0 0.0 0.0
H -3.5059 -1.6759 1.8284 0.0 0.0 0.0
H -3.7999 -4.0981 2.1436 0.0 0.0 0.0
H -1.8509 -5.5345 2.6311 0.0 0.0 0.0
H 0.4066 -4.5521 2.8382 0.0 0.0 0.0
H 0.7284 -2.1253 2.5671 0.0 0.0 0.0
```
Forces are in eV/Å.

Summary:
- E_LUMO (spin up / spin down) (eV) = -6.045 / -10.073
- frontier orbital gap (spin up / spin down) (eV) = 8.4 / 4.6
- net charge = +2
- spin multiplicity = 6
- DFT total energy (eV) = -123847.0219